No. 1
Entry from the Open Molecules 2025 dataset: an isolated molecule of C9H10N2O2 (the ωB97M-V functional and the def2-TZVPD basis).

The value obtained for the total energy is -16565.973 eV. Its molar mass is 178.191 g mol⁻¹. As for the orbital gap: 9.9 eV. Its structure (SMILES) is c1cc(CCCc2ccno2)on1.

Bonds (Å) are listed after each position.
Element x y z (Å)
1 C -2.324 2.281 -0.009  C2 1.447, N13 1.315, H14 1.068
2 C -1.677 1.485 -1.029  C1 1.447, C3 1.374, H15 1.100
3 C -0.364 1.575 -0.634  C2 1.374, C4 1.475, O12 1.341
4 C 0.716 0.751 -1.206  C3 1.475, C5 1.569, H16 1.114, H17 1.066
5 C 1.931 0.496 -0.246  C4 1.569, C6 1.556, H18 1.081, H19 1.133
6 C 2.021 -0.954 0.310  C5 1.556, C7 1.504, H20 1.121, H21 1.050
7 C 0.693 -1.449 0.812  C6 1.504, C8 1.325, O11 1.383
8 C -0.231 -2.264 0.324  C7 1.325, C9 1.371, H22 1.078
9 C -1.380 -2.289 1.072  C8 1.371, N10 1.316, H23 1.081
10 N -1.162 -1.510 2.111  C9 1.316, O11 1.410
11 O 0.090 -0.889 1.925  C7 1.383, N10 1.410
12 O -0.146 2.513 0.300  C3 1.341, N13 1.415
13 N -1.431 2.691 0.865  C1 1.315, O12 1.415
14 H -3.328 2.648 -0.015  C1 1.068
15 H -2.228 0.781 -1.671  C2 1.100
16 H 0.330 -0.269 -1.433  C4 1.114
17 H 0.987 1.128 -2.165  C4 1.066
18 H 2.809 0.694 -0.846  C5 1.081
19 H 1.938 1.173 0.663  C5 1.133
20 H 2.286 -1.689 -0.494  C6 1.121
21 H 2.777 -1.029 1.034  C6 1.050
22 H -0.168 -2.829 -0.592  C8 1.078
23 H -2.140 -3.045 0.928  C9 1.081

=====

No. 2
Entry from the Open Molecules 2025 dataset: a 8-piece molecular cluster, C35H45N7O3 overall (the ωB97M-V functional and the def2-TZVPD basis).

The value obtained for the total energy is -53593.877 eV. Its molar mass is 611.791 g mol⁻¹. As for the orbital gap: 9.7 eV. Its structure (SMILES) is O=C1OCCO1.c1ccncc1.c1ccncc1.c1ccncc1.c1ccncc1.CCCC#N.CCCC#N.CCCC#N.

Bonds (Å) are listed after each position.
Element x y z (Å)
1 O -0.844 0.179 -1.950  C2 1.225
2 C -0.166 -0.091 -0.966  O1 1.225, O3 1.317, O6 1.292
3 O -0.123 -1.263 -0.366  C2 1.317, C4 1.401
4 C 0.555 -1.230 0.859  O3 1.401, C5 1.569, H7 1.090, H8 1.090
5 C 0.949 0.286 0.956  C4 1.569, O6 1.486, H9 1.090, H10 1.090
6 O 0.646 0.754 -0.421  C2 1.292, C5 1.486
7 H -0.159 -1.530 1.626  C4 1.090
8 H 1.422 -1.846 0.622  C4 1.090
9 H 1.969 0.385 1.329  C5 1.090
10 H 0.339 0.796 1.702  C5 1.090
11 C 0.677 -3.917 -3.331  C12 1.446, C16 1.370, H17 1.080
12 C 1.715 -4.094 -4.322  C11 1.446, C13 1.403, H18 1.080
13 C 2.095 -2.952 -5.042  C12 1.403, N14 1.362, H19 1.080
14 N 1.495 -1.735 -4.919  C13 1.362, C15 1.321
15 C 0.472 -1.617 -4.092  N14 1.321, C16 1.373, H20 1.080
16 C 0.110 -2.671 -3.288  C11 1.370, C15 1.373, H21 1.080
17 H 0.333 -4.837 -2.881  C11 1.080
18 H 2.166 -5.042 -4.576  C12 1.080
19 H 2.783 -3.048 -5.868  C13 1.080
20 H -0.044 -0.677 -3.963  C15 1.080
21 H -0.824 -2.694 -2.746  C16 1.080
22 C -0.644 2.867 3.108  C23 1.398, C27 1.425, H28 1.080
23 C -1.753 2.282 2.489  C22 1.398, C24 1.459, H29 1.080
24 C -2.368 1.150 3.173  C23 1.459, N25 1.375, H30 1.080
25 N -2.069 0.812 4.472  C24 1.375, C26 1.338
26 C -1.025 1.399 5.069  N25 1.338, C27 1.394, H31 1.080
27 C -0.300 2.388 4.406  C22 1.425, C26 1.394, H32 1.080
28 H -0.139 3.702 2.646  C22 1.080
29 H -2.140 2.660 1.554  C23 1.080
30 H -3.270 0.817 2.681  C24 1.080
31 H -0.790 1.086 6.076  C26 1.080
32 H 0.485 2.838 4.995  C27 1.080
33 C 0.132 5.840 -2.087  C34 1.437, C38 1.358, H39 1.080
34 C -0.129 6.142 -0.706  C33 1.437, C35 1.393, H40 1.080
35 C -0.485 5.091 0.137  C34 1.393, N36 1.411, H41 1.080
36 N -0.607 3.785 -0.380  C35 1.411, C37 1.331
37 C -0.375 3.608 -1.678  N36 1.331, C38 1.388, H42 1.080
38 C -0.006 4.587 -2.591  C33 1.358, C37 1.388, H43 1.080
39 H 0.187 6.674 -2.771  C33 1.080
40 H 0.116 7.167 -0.470  C34 1.080
41 H -0.529 5.278 1.200  C35 1.080
42 H -0.271 2.557 -1.908  C37 1.080
43 H 0.120 4.266 -3.614  C38 1.080
44 C 2.605 3.188 1.733  C45 1.406, C49 1.399, H50 1.080
45 C 3.684 3.603 0.932  C44 1.406, C46 1.466, H51 1.080
46 C 5.027 3.170 1.331  C45 1.466, N47 1.330, H52 1.080
47 N 5.235 2.354 2.361  C46 1.330, C48 1.367
48 C 4.165 1.998 3.133  N47 1.367, C49 1.388, H53 1.080
49 C 2.857 2.350 2.824  C44 1.399, C48 1.388, H54 1.080
50 H 1.617 3.506 1.437  C44 1.080
51 H 3.444 4.154 0.035  C45 1.080
52 H 5.927 3.468 0.813  C46 1.080
53 H 4.266 1.325 3.971  C48 1.080
54 H 2.067 2.084 3.511  C49 1.080
55 C 3.933 -0.481 -1.291  C56 1.541, H60 1.090, H61 1.090, H62 1.090
56 C 5.067 -1.193 -0.530  C55 1.541, C57 1.569, H63 1.090, H64 1.090
57 C 5.114 -2.714 -0.909  C56 1.569, C58 1.483, H65 1.090, H66 1.090
58 C 3.975 -3.649 -0.744  C57 1.483, N59 1.171
59 N 3.098 -4.404 -0.566  C58 1.171
60 H 2.945 -0.921 -1.153  C55 1.090
61 H 4.084 -0.633 -2.360  C55 1.090
62 H 3.708 0.557 -1.045  C55 1.090
63 H 4.976 -1.105 0.553  C56 1.090
64 H 6.026 -0.782 -0.845  C56 1.090
65 H 6.039 -3.185 -0.576  C57 1.090
66 H 5.123 -2.741 -1.999  C57 1.090
67 C -5.412 0.675 -2.515  C68 1.543, H72 1.090, H73 1.090, H74 1.090
68 C -4.838 -0.239 -1.412  C67 1.543, C69 1.554, H75 1.090, H76 1.090
69 C -4.094 0.359 -0.185  C68 1.554, C70 1.478, H77 1.090, H78 1.090
70 C -4.883 1.405 0.497  C69 1.478, N71 1.163
71 N -5.468 2.297 0.961  C70 1.163
72 H -5.485 0.129 -3.455  C67 1.090
73 H -4.842 1.580 -2.724  C67 1.090
74 H -6.411 0.927 -2.158  C67 1.090
75 H -4.161 -0.863 -1.996  C68 1.090
76 H -5.701 -0.870 -1.198  C68 1.090
77 H -3.118 0.747 -0.477  C69 1.090
78 H -3.794 -0.456 0.475  C69 1.090
79 C -2.626 -4.054 0.164  C80 1.537, H84 1.090, H85 1.090, H86 1.090
80 C -3.517 -4.371 1.375  C79 1.537, C81 1.563, H87 1.090, H88 1.090
81 C -2.762 -5.258 2.417  C80 1.563, C82 1.470, H89 1.090, H90 1.090
82 C -3.477 -5.268 3.702  C81 1.470, N83 1.136
83 N -3.973 -5.327 4.722  C82 1.136
84 H -2.636 -5.038 -0.305  C79 1.090
85 H -1.674 -3.648 0.506  C79 1.090
86 H -3.060 -3.412 -0.602  C79 1.090
87 H -4.373 -4.832 0.880  C80 1.090
88 H -3.887 -3.464 1.852  C80 1.090
89 H -1.781 -4.818 2.600  C81 1.090
90 H -2.713 -6.298 2.097  C81 1.090

=====

No. 3
Entry from the Open Molecules 2025 dataset: an isolated ion of composition C3H4N3 and charge +1 (the ωB97M-V functional and the def2-TZVPD basis).

Its charge is +1. The value obtained for the total energy is -7634.640 eV. Its molar mass is 82.086 g mol⁻¹. As for the orbital gap: 8.8 eV. Its structure (SMILES) is C=N/N=C\C#[NH+].

Bonds (Å) are listed after each position.
Element x y z (Å)
1 C 1.582 0.243 0.665  N2 1.265, H7 1.127, H8 1.063
2 N 0.896 0.412 -0.385  C1 1.265, N3 1.177
3 N 0.238 0.840 -1.261  N2 1.177, C4 1.361
4 C -1.077 0.632 -1.546  N3 1.361, C5 1.360, H9 1.056
5 C -1.707 -0.058 -0.557  C4 1.360, N6 1.188
6 N -2.225 -0.677 0.315  C5 1.188, H10 1.034
7 H 2.594 -0.250 0.727  C1 1.127
8 H 1.228 0.775 1.514  C1 1.063
9 H -1.404 1.295 -2.300  C4 1.056
10 H -2.379 -1.679 0.516  N6 1.034

=====

No. 4
Entry from the Open Molecules 2025 dataset: an isolated molecule of ClH2NO2S (the ωB97M-V functional and the def2-TZVPD basis).

The value obtained for the total energy is -28974.477 eV. Its molar mass is 115.541 g mol⁻¹. As for the orbital gap: 11.5 eV. Its structure (SMILES) is NS(=O)(=O)Cl.

Bonds (Å) are listed after each position.
Element x y z (Å)
1 N 0.981 -0.146 0.067  S2 1.630, H6 0.959, H7 0.956
2 S -0.631 -0.164 -0.175  N1 1.630, O3 1.427, O4 1.389, Cl5 2.083
3 O -1.237 -1.326 0.390  S2 1.427
4 O -0.946 0.202 -1.477  S2 1.389
5 Cl -1.155 1.576 0.844  S2 2.083
6 H 1.418 -0.497 0.845  N1 0.959
7 H 1.569 0.355 -0.495  N1 0.956

=====

Computed ΔE to the lowest compared entry with this formula, charge and spin (kcal per mole) in order:
109.4; 0.0; 38.4; 0.0